ORCA calculation (wB97M-V/def2-TZVPD) on a structure of composition C29H31HgN5S.

Element x y z (Å)
Hg (-0.6544, -0.4077, 0.3459)
C (1.0982, 3.0512, 0.2781)
C (-0.0969, 3.5802, 1.0793)
C (-1.1619, 2.5525, 1.4934)
N (-1.5456, 1.6806, 0.4013)
C (-2.2658, 2.0872, -0.6047)
C (-2.9635, 3.3323, -0.5982)
C (-3.5955, 4.0492, -1.5967)
C (-3.6530, 3.8408, -2.9651)
C (-3.0913, 2.7438, -3.6151)
C (-2.5439, 1.5915, -3.1059)
C (-2.4010, 1.1098, -1.7545)
N (-2.2417, -0.1387, -1.4589)
C (-2.3545, -1.1752, -2.4648)
C (-1.0096, -1.7055, -2.9820)
C (-0.1968, -2.5414, -1.9782)
N (0.5658, -1.7459, -1.0416)
C (1.8223, -1.4715, -1.2216)
C (2.5275, -1.8144, -2.4162)
C (3.8783, -1.8964, -2.6986)
C (4.9832, -1.7059, -1.8867)
C (4.9229, -1.2577, -0.5676)
C (3.8661, -0.7955, 0.1784)
C (2.4697, -0.6440, -0.1263)
N (1.6613, 0.1038, 0.5462)
C (2.0599, 1.0073, 1.6030)
C (2.2515, 2.4316, 1.0712)
H (1.5120, 3.8940, -0.2821)
H (0.7509, 2.3392, -0.4738)
H (-0.5908, 4.3454, 0.4752)
H (0.2616, 4.0818, 1.9858)
H (-2.0204, 3.0847, 1.9174)
H (-0.7859, 1.9151, 2.2963)
H (-3.0059, 3.7993, 0.3777)
H (-4.0797, 4.9577, -1.2466)
H (-4.1245, 4.6024, -3.5731)
H (-3.1035, 2.7899, -4.7013)
H (-2.1858, 0.8926, -3.8512)
H (-2.9597, -0.8466, -3.3154)
H (-2.8878, -2.0131, -2.0035)
H (-0.3948, -0.8735, -3.3410)
H (-1.2277, -2.3418, -3.8463)
H (0.4502, -3.2414, -2.5162)
H (-0.8959, -3.1486, -1.3935)
H (1.8814, -2.0682, -3.2469)
H (4.0977, -2.1982, -3.7198)
H (5.9596, -1.9203, -2.3023)
H (5.8760, -1.2265, -0.0455)
H (4.1383, -0.4538, 1.1683)
H (2.9833, 0.7148, 2.1098)
H (1.2773, 0.9847, 2.3669)
H (3.1349, 2.4141, 0.4247)
H (2.5015, 3.0781, 1.9212)
S (-3.1082, -2.1553, 4.0566)
C (-2.7174, -1.1861, 2.6424)
N (-1.4212, -1.3707, 2.2063)
C (-0.7424, -2.2524, 2.9704)
C (0.5933, -2.6596, 2.7975)
C (1.1504, -3.5728, 3.6795)
C (0.4221, -4.1041, 4.7412)
C (-0.9074, -3.7115, 4.9238)
C (-1.4743, -2.8054, 4.0534)
H (-3.4249, -0.5326, 2.1654)
H (1.1687, -2.2593, 1.9702)
H (2.1797, -3.8807, 3.5335)
H (0.8771, -4.8162, 5.4172)
H (-1.4893, -4.1176, 5.7436)

As for the expectation value of S²: 0.7644. Its LUMO energy (alpha / beta) is 2.8 / 2.8 eV. Its frontier orbital gap (alpha / beta) is 4.563 / 6.971 eV. Its energy above the lowest of the compared OMol25 structures with the same formula, charge and spin is 0.0 kJ/mol. The spin multiplicity is 2. As for the total charge: -1.

---

ORCA calculation (wB97M-V/def2-TZVPD) on the ion C29H31N2O2 with charge +1 in a non-equilibrium geometry.

Element x y z (Å)
C (0.6537, -5.2053, -3.0802)
O (0.1191, -5.0249, -1.7548)
C (-0.3068, -3.7777, -1.4120)
C (-0.2431, -2.6662, -2.2810)
C (-0.4089, -1.3957, -1.7409)
C (-0.6807, -1.2172, -0.3975)
C (-0.8177, 0.2150, 0.1534)
C (0.2117, 1.1985, -0.2486)
C (1.5809, 0.8629, 0.3161)
C (1.7360, -0.3565, 1.1203)
C (2.3616, -1.4640, 0.5111)
C (2.6586, -2.5887, 1.2722)
C (2.3642, -2.6109, 2.6403)
C (1.6686, -1.5505, 3.2285)
C (1.3346, -0.4310, 2.4705)
N (2.6784, 1.5784, 0.0683)
C (2.6080, 2.9049, -0.6041)
C (3.9974, 3.4261, -0.9623)
O (4.9426, 3.2662, 0.1042)
C (5.1866, 1.8830, 0.3494)
C (3.9315, 1.1336, 0.7450)
C (-2.2251, 0.6768, -0.1144)
C (-3.0414, 0.3706, -1.2002)
N (-4.2580, 0.9975, -1.0438)
C (-5.3236, 0.9773, -2.0204)
C (-4.2801, 1.6767, 0.1757)
C (-5.2850, 2.4515, 0.7307)
C (-5.0091, 3.0646, 1.9650)
C (-3.7652, 2.8949, 2.5983)
C (-2.7554, 2.1022, 2.0257)
C (-3.0041, 1.5058, 0.7856)
C (-0.8761, -2.3281, 0.4335)
C (-0.6996, -3.6002, -0.0694)
H (1.0838, -6.2045, -3.0307)
H (-0.1546, -5.1705, -3.8256)
H (1.4269, -4.4628, -3.3374)
H (0.0027, -2.7719, -3.3368)
H (-0.3432, -0.5142, -2.3819)
H (-0.7752, 0.1165, 1.2422)
H (0.2431, 1.3050, -1.3448)
H (-0.0700, 2.1892, 0.1482)
H (2.5774, -1.4068, -0.5615)
H (3.1348, -3.4431, 0.7832)
H (2.6647, -3.4630, 3.2575)
H (1.3895, -1.5946, 4.2849)
H (0.7715, 0.4065, 2.8904)
H (2.1136, 3.6349, 0.0674)
H (2.0057, 2.8071, -1.5172)
H (4.3435, 2.9120, -1.8842)
H (3.9640, 4.5154, -1.1048)
H (5.8884, 1.8748, 1.1896)
H (5.6335, 1.4005, -0.5381)
H (3.8216, 1.2050, 1.8413)
H (4.1248, 0.0865, 0.5090)
H (-2.8293, -0.2418, -2.0759)
H (-6.0007, 1.8158, -1.8180)
H (-4.8789, 1.0659, -3.0215)
H (-5.8854, 0.0311, -1.9782)
H (-6.2376, 2.5590, 0.2104)
H (-5.7744, 3.6771, 2.4407)
H (-3.5889, 3.4040, 3.5502)
H (-1.7906, 1.9585, 2.5184)
H (-1.1334, -2.1918, 1.4854)
H (-0.7807, -4.4696, 0.5738)

Its LUMO energy is -3.7 eV. Its frontier orbital gap is 6.244 eV. As for the total charge: +1. Its SMILES is COc1ccc([C@@H](CC(c2ccccc2)=[N+]2CCOCC2)c2cn(C)c3ccccc23)cc1.

---

ORCA calculation (wB97M-V/def2-TZVPD) on a structure of composition C29H31N7PdSe in a non-equilibrium geometry.

Element x y z (Å)
Pd (0.0075, -1.1234, 0.1640)
Se (3.1641, 1.0201, -6.5062)
N (1.6154, 0.2640, -6.0882)
C (1.7198, -0.1400, -4.8521)
C (0.6459, -0.8150, -4.1344)
C (-0.5958, -1.0519, -4.7231)
C (-1.5601, -1.7040, -3.9953)
C (-1.2528, -2.0950, -2.6962)
N (-0.0905, -1.8583, -2.1112)
C (0.8643, -1.2277, -2.8160)
C (2.1588, -0.9589, -2.1447)
N (2.2935, -1.3564, -0.8724)
C (3.4294, -1.1032, -0.2484)
C (4.5010, -0.4334, -0.8334)
C (4.3774, -0.0254, -2.1381)
C (3.1895, -0.2938, -2.8174)
C (2.9826, 0.1166, -4.1999)
N (3.8884, 0.7251, -4.9147)
H (-0.7717, -0.7195, -5.7381)
H (-2.5379, -1.9102, -4.4104)
H (-1.9864, -2.6221, -2.0980)
H (3.4971, -1.4484, 0.7776)
H (5.4001, -0.2384, -0.2635)
H (5.1716, 0.5016, -2.6509)
C (2.2451, 2.7491, -0.4224)
C (1.6817, 2.8606, 1.0014)
C (2.2095, 1.7352, 1.8964)
C (0.1660, 2.9848, 1.0459)
C (-0.3486, 4.1925, 1.4794)
C (-1.7161, 4.4178, 1.5515)
C (-2.5949, 3.4075, 1.1839)
C (-2.1595, 2.1741, 0.7328)
C (-3.2410, 1.1924, 0.3185)
C (-3.1485, 0.8205, -1.1665)
C (-3.2911, -0.0532, 1.2082)
C (-0.7314, 1.9117, 0.6284)
N (-0.1897, 0.8277, 0.0660)
H (3.3402, 2.7600, -0.3971)
H (1.9058, 3.5847, -1.0410)
H (1.9102, 1.8217, -0.8831)
H (2.0604, 3.8005, 1.4153)
H (1.8820, 0.7734, 1.5108)
H (1.8394, 1.8493, 2.9187)
H (3.3051, 1.7550, 1.9224)
H (0.3359, 4.9848, 1.7706)
H (-2.0958, 5.3784, 1.8805)
H (-3.6638, 3.5949, 1.2442)
H (-4.1874, 1.7215, 0.4633)
H (-2.2242, 0.2801, -1.3537)
H (-3.1517, 1.7164, -1.7925)
H (-3.9974, 0.1919, -1.4578)
H (-2.4106, -0.6625, 1.0232)
H (-4.1890, -0.6416, 0.9880)
H (-3.3023, 0.2154, 2.2673)
C (-3.3145, -4.0277, 3.7035)
C (-2.0250, -3.3734, 3.3327)
C (-0.9532, -2.9747, 4.0971)
C (-0.0286, -2.4045, 3.1940)
N (-0.4974, -2.4669, 1.9570)
N (-1.7063, -3.0509, 2.0645)
C (1.3035, -1.7957, 3.4827)
H (-3.3470, -4.1874, 4.7790)
H (-3.4260, -4.9956, 3.2111)
H (-4.1666, -3.4041, 3.4254)
H (-0.8523, -3.0677, 5.1682)
H (-2.2578, -3.1882, 1.2383)
H (1.7182, -2.2012, 4.4056)
H (1.2157, -0.7140, 3.5906)
H (1.9877, -1.9948, 2.6584)

Its LUMO energy (alpha / beta) is -0.6 / -0.6 eV. Its frontier orbital gap (alpha / beta) is 5.317 / 5.302 eV. Its energy above the lowest of the compared OMol25 structures with the same formula, charge and spin is 3.8 kJ/mol.

---

ORCA calculation (wB97M-V/def2-TZVPD) on a structure of composition C29H32Br2IrN9OS.

Element x y z (Å)
Ir (-0.3684, -0.1134, -0.2287)
C (-3.7255, -3.0925, -1.5399)
C (-2.6408, -2.0642, -1.4998)
N (-2.4285, -1.3136, -0.4817)
N (-3.2539, -1.4325, 0.5975)
C (-3.0593, -0.6740, 1.6986)
N (-3.9387, -0.8034, 2.6799)
S (-1.7566, 0.3988, 1.8397)
C (-1.7396, -1.8370, -2.6566)
C (-1.9912, -2.3846, -3.9035)
C (-1.1274, -2.1034, -4.9556)
C (-0.0387, -1.2852, -4.7254)
C (0.1450, -0.7773, -3.4468)
N (-0.6786, -1.0411, -2.4368)
H (-3.6824, -3.7197, -0.6458)
H (-3.6307, -3.7576, -2.3906)
H (-4.7123, -2.6232, -1.5928)
H (-4.0537, -2.0476, 0.5346)
H (-4.7315, -1.4259, 2.6345)
H (-3.8143, -0.2726, 3.5279)
H (-2.8526, -3.0123, -4.0748)
H (-1.3118, -2.5193, -5.9369)
H (0.6600, -1.0368, -5.5117)
H (0.9861, -0.1315, -3.2295)
Br (-0.0294, -5.1211, 1.7324)
C (1.3170, -4.1605, 0.8928)
C (2.5693, -4.7162, 0.7107)
C (3.5881, -4.0061, 0.0917)
Br (5.2437, -4.8101, -0.0968)
C (3.3716, -2.6657, -0.3964)
C (4.3537, -1.8782, -1.0186)
C (4.0361, -0.6050, -1.4296)
C (2.7396, -0.1329, -1.2318)
N (1.7955, -0.8700, -0.6667)
C (2.0990, -2.1061, -0.2351)
C (1.0242, -2.8267, 0.4485)
O (-0.0807, -2.2744, 0.6321)
H (2.7621, -5.7207, 1.0628)
H (5.3517, -2.2701, -1.1613)
H (4.7735, 0.0306, -1.8992)
H (2.4591, 0.8705, -1.5324)
C (0.1779, 3.4103, 0.8143)
N (-1.1278, 3.4773, 0.1697)
C (-2.1127, 4.2970, 0.8768)
C (-1.4179, 2.8017, -0.9394)
N (-0.7587, 1.6487, -1.2478)
N (-2.3918, 3.2359, -1.7533)
C (-3.0431, 2.3341, -2.6969)
C (-2.6790, 4.6609, -1.9514)
H (0.5191, 4.4278, 1.0086)
H (0.8931, 2.9131, 0.1679)
H (0.1102, 2.8775, 1.7626)
H (-2.0437, 4.0567, 1.9374)
H (-3.1155, 4.0630, 0.5321)
H (-1.9193, 5.3621, 0.7517)
H (-0.8397, 1.4721, -2.2427)
H (-3.0923, 1.3272, -2.2854)
H (-2.5305, 2.3164, -3.6634)
H (-4.0593, 2.6864, -2.8635)
H (-1.8938, 5.2660, -1.5094)
H (-3.6430, 4.9428, -1.5296)
H (-2.6964, 4.8555, -3.0234)
N (1.1628, 0.5766, 1.5704)
C (1.8710, 0.6325, 2.4766)
C (2.7505, 0.7051, 3.5985)
C (3.8030, 1.6243, 3.5894)
C (4.6438, 1.6895, 4.6850)
C (4.4349, 0.8485, 5.7717)
C (3.3857, -0.0636, 5.7753)
C (2.5344, -0.1419, 4.6889)
H (3.9528, 2.2765, 2.7393)
H (5.4608, 2.3974, 4.6957)
H (5.0952, 0.9066, 6.6265)
H (3.2315, -0.7093, 6.6285)
H (1.7094, -0.8419, 4.6805)

As for the expectation value of S²: 8.7921. Its LUMO energy (alpha / beta) is -8.3 / -10.0 eV. Its frontier orbital gap (alpha / beta) is 7.216 / 6.181 eV. Its energy above the lowest of the compared OMol25 structures with the same formula, charge and spin is 0.0 kJ/mol. The spin multiplicity is 6. As for the total charge: +3.

---

ORCA calculation (wB97M-V/def2-TZVPD) on a structure of composition C29H32F6N3O8PS3Si2W.

Element x y z (Å)
W (1.0417, -0.4533, -0.5142)
O (0.5859, -7.2233, 1.6574)
C (1.7811, -6.5079, 1.8725)
C (1.5574, -5.0685, 1.5135)
C (2.5144, -4.1049, 1.7745)
C (2.3112, -2.7966, 1.3901)
N (1.1948, -2.3887, 0.7695)
C (0.2378, -3.3195, 0.5644)
C (0.3821, -4.6495, 0.9082)
C (-1.0147, -2.7776, 0.0213)
C (-2.1594, -3.5440, -0.1072)
C (-3.3612, -2.9402, -0.4486)
C (-4.6018, -3.7786, -0.6392)
O (-4.3800, -4.8205, -1.5645)
C (-3.3591, -1.5614, -0.5856)
C (-2.1762, -0.8668, -0.4498)
N (-0.9968, -1.4488, -0.2150)
H (0.7315, -8.1524, 1.8596)
H (2.5974, -6.8913, 1.2485)
H (2.1066, -6.5644, 2.9174)
H (3.4431, -4.3524, 2.2723)
H (3.0687, -2.0626, 1.5891)
H (-0.3975, -5.3678, 0.7161)
H (-2.1255, -4.6099, 0.0562)
H (-5.4470, -3.1429, -0.9172)
H (-4.8510, -4.2669, 0.3044)
H (-4.2990, -4.4541, -2.4515)
H (-4.2679, -1.0153, -0.7989)
H (-2.1852, 0.2049, -0.5210)
C (-1.5005, -0.4937, 2.5096)
Si (0.1432, 0.2898, 2.0253)
C (1.3178, -0.2657, 3.3742)
C (-0.1394, 2.1656, 2.2073)
C (0.3151, 2.6177, 3.4524)
C (0.0596, 3.8910, 3.9443)
C (-0.6886, 4.7655, 3.1944)
C (-1.1411, 4.3529, 1.9481)
C (-0.8728, 3.0818, 1.4169)
Si (-1.6215, 3.2612, -0.2950)
C (-0.8086, 4.6590, -1.2081)
C (-3.4657, 3.4056, -0.1555)
H (-1.6612, -0.2017, 3.5520)
H (-1.4801, -1.5841, 2.4724)
H (-2.3592, -0.1407, 1.9411)
H (0.7639, -0.2373, 4.3164)
H (2.2029, 0.3525, 3.4632)
H (1.6443, -1.2916, 3.2309)
H (0.8951, 1.9567, 4.0784)
H (0.4441, 4.1830, 4.9127)
H (-0.9158, 5.7593, 3.5557)
H (-1.7165, 5.0751, 1.3754)
H (-1.0502, 5.6186, -0.7498)
H (-1.1424, 4.6924, -2.2471)
H (0.2790, 4.5640, -1.1893)
H (-3.7533, 4.2460, 0.4767)
H (-3.8819, 2.5036, 0.2990)
H (-3.9274, 3.5379, -1.1341)
O (2.9220, 2.9855, -1.2265)
S (1.9325, 2.0330, -1.5601)
O (2.3213, 0.6149, -1.8360)
O (0.8740, 1.7893, -0.5074)
C (1.2032, 2.6067, -3.0779)
C (1.9816, 3.4839, -3.8143)
C (1.5246, 3.9383, -5.0510)
C (0.3046, 3.5274, -5.5453)
C (-0.4898, 2.6536, -4.8066)
C (-0.0334, 2.2014, -3.5826)
S (-1.0913, 1.1522, -2.6732)
O (-2.1419, 0.6602, -3.4854)
O (-1.6487, 2.0034, -1.5647)
O (-0.2266, 0.0916, -2.1175)
H (2.9349, 3.8038, -3.4210)
H (2.1397, 4.6176, -5.6251)
H (-0.0402, 3.8804, -6.5072)
H (-1.4488, 2.3180, -5.1751)
F (2.9286, -0.6552, 0.0983)
P (4.4358, 0.4045, 1.0567)
F (3.9760, -0.3990, 2.3501)
F (5.5254, 1.2303, 1.7921)
F (5.2644, -0.8684, 0.6311)
F (3.1954, 1.3704, 1.2573)
F (4.6827, 1.0247, -0.3640)
S (2.1356, -3.5934, -3.8609)
C (1.6637, -2.6826, -2.6480)
N (1.3050, -2.0313, -1.7257)

As for the expectation value of S²: 0.7613. Its LUMO energy (alpha / beta) is -3.5 / -3.7 eV. Its frontier orbital gap (alpha / beta) is 7.016 / 6.973 eV. Its energy above the lowest of the compared OMol25 structures with the same formula, charge and spin is 117.5 kJ/mol. The spin multiplicity is 2. As for the total charge: +1.

---

ORCA calculation (wB97M-V/def2-TZVPD) on a structure of composition C29H32GeN2O4OsS3 in a non-equilibrium geometry.

Element x y z (Å)
Os (-0.3153, 0.9745, 0.5743)
C (1.6262, 1.7945, 3.1200)
C (1.7024, 3.1306, 2.3951)
S (0.8849, 3.2204, 0.7595)
C (-0.4455, 4.4409, 1.0516)
C (-1.7659, 3.9711, 0.4830)
S (-2.2373, 2.2932, 0.9935)
C (-2.4051, 2.3887, 2.8094)
C (-1.1480, 2.3010, 3.6713)
S (0.0012, 0.9784, 3.1762)
H (1.9666, 1.9224, 4.1488)
H (2.2670, 1.0524, 2.6455)
H (2.7529, 3.3543, 2.2171)
H (1.2939, 3.9473, 2.9854)
H (-0.1409, 5.3559, 0.5428)
H (-0.5110, 4.6573, 2.1144)
H (-1.7513, 3.9161, -0.6077)
H (-2.5836, 4.6359, 0.7669)
H (-3.0960, 1.5799, 3.0441)
H (-2.9335, 3.3250, 3.0001)
H (-1.4576, 2.0605, 4.6882)
H (-0.5961, 3.2356, 3.7117)
C (4.8829, 3.0304, -0.2026)
C (4.4449, 1.6096, -0.0868)
N (3.2195, 1.1686, 0.0993)
C (3.3278, -0.2145, 0.0874)
C (4.6380, -0.5990, -0.0971)
N (5.3072, 0.5640, -0.1989)
C (5.4715, -1.8541, -0.1532)
O (4.8485, -3.0185, -0.1163)
O (6.6584, -1.7312, -0.2206)
C (2.1573, -1.0688, 0.1719)
O (2.1429, -2.2666, 0.0352)
O (0.9600, -0.4280, 0.3313)
H (4.0294, 3.6963, -0.1014)
H (5.3343, 3.2126, -1.1795)
H (5.6322, 3.2815, 0.5515)
H (6.3125, 0.5924, -0.3306)
H (3.8912, -2.8948, -0.0476)
C (-2.8416, -1.2863, 1.9330)
Ge (-1.9247, -1.0207, 0.2420)
C (-3.1078, -0.3002, -1.1203)
C (-2.7020, 0.6542, -2.0608)
C (-3.6071, 1.1508, -2.9894)
C (-4.9206, 0.6919, -2.9838)
C (-5.3278, -0.2603, -2.0566)
C (-4.4272, -0.7556, -1.1166)
C (-1.1245, -2.7371, -0.3043)
C (-1.2156, -3.7835, 0.6265)
C (-0.7832, -5.0604, 0.3185)
C (-0.2324, -5.3245, -0.9433)
C (-0.1298, -4.3073, -1.8962)
C (0.4142, -4.5769, -3.1676)
C (0.5335, -3.5647, -4.1323)
C (0.1097, -2.2897, -3.8315)
C (-0.4339, -2.0056, -2.5681)
C (-0.5708, -2.9935, -1.5817)
H (-3.5520, -2.1079, 1.8263)
H (-3.4058, -0.3863, 2.1771)
H (-2.1556, -1.5222, 2.7469)
H (-1.6687, 0.9957, -2.1008)
H (-3.2898, 1.8815, -3.7245)
H (-5.6268, 1.0723, -3.7091)
H (-6.3474, -0.6233, -2.0610)
H (-4.7668, -1.4968, -0.3992)
H (-1.6275, -3.6039, 1.6121)
H (-0.8696, -5.8546, 1.0492)
H (0.1211, -6.3213, -1.1853)
H (0.7329, -5.5874, -3.4002)
H (0.9500, -3.7885, -5.1057)
H (0.1877, -1.5069, -4.5755)
H (-0.7568, -0.9964, -2.3515)

As for the expectation value of S²: 8.7967. Its LUMO energy (alpha / beta) is -8.7 / -11.3 eV. Its frontier orbital gap (alpha / beta) is 8.032 / 5.383 eV. Its energy above the lowest of the compared OMol25 structures with the same formula, charge and spin is 7.7 kJ/mol. The spin multiplicity is 6. As for the total charge: +3.